Entry from OMol25: a structure of composition C43H34F4N7O7PS2Ti (ωB97M-V/def2-TZVPD).

Values from the calculation:
**⟨S²⟩**: 2.04
**Charge**: -2
**2S+1**: 3
**Total energy**: -134857.331 eV

Each line ends with the Löwdin charge.
Cartesian coordinates (Å):
Ti -0.98743 -0.01697 1.01082  0.888
C -0.07119 -1.75189 -4.86581  -0.039
C 1.12571 -2.46216 -4.21864  -0.548
C 1.65697 -3.50117 -5.20438  -0.075
C 2.23824 -1.43949 -3.94579  -0.044
C 0.69688 -3.08720 -2.88936  -0.157
C 0.83679 -4.45418 -2.60887  -0.032
C 0.42387 -4.99349 -1.40126  -0.079
C -0.11944 -4.14475 -0.44812  -0.456
S -0.78881 -4.51047 1.10990  1.119
C -1.15187 -2.82476 1.33449  -0.515
N -0.78023 -2.05114 0.35295  0.008
C -0.22444 -2.77382 -0.68976  -0.258
C 0.15730 -2.25846 -1.91900  0.044
C -1.95716 -2.32037 2.44812  -0.263
C -2.43806 -3.16806 3.44580  -0.062
C -3.32862 -2.66885 4.37691  -0.093
C -3.72976 -1.33743 4.29114  -0.084
C -3.20709 -0.50109 3.31527  -0.097
C -2.28329 -0.95609 2.37195  -0.152
H 0.24633 -1.23724 -5.77646  0.083
H -0.51603 -1.01304 -4.19916  0.074
H -0.85086 -2.46781 -5.13069  0.094
H 1.91019 -3.00893 -6.14574  0.082
H 0.91209 -4.26904 -5.41875  0.084
H 2.55895 -3.98860 -4.82922  0.083
H 2.58183 -0.99375 -4.88376  0.085
H 3.09068 -1.91672 -3.45752  0.092
H 1.89321 -0.63781 -3.29243  0.056
H 1.25918 -5.11957 -3.34811  0.095
H 0.50648 -6.05629 -1.21612  0.104
H 0.00162 -1.20825 -2.11119  0.079
H -2.12920 -4.20684 3.49210  0.087
H -3.71271 -3.30709 5.16210  0.094
H -4.44065 -0.94699 5.01007  0.098
H -3.51887 0.53826 3.30130  0.092
O -7.54850 -0.51408 -3.51803  -0.057
C -7.19116 -1.62639 -3.09077  -0.706
O -7.73366 -2.74303 -3.21196  -0.070
C -5.88020 -1.62620 -2.26971  -0.105
C -5.37228 -2.80076 -1.73393  -0.010
C -4.18772 -2.76789 -1.01255  -0.127
N -3.48748 -1.65924 -0.79582  0.123
C -3.97698 -0.52983 -1.31369  -0.184
C -5.15403 -0.46145 -2.04773  0.057
C -3.16117 0.71719 -1.10874  -0.510
O -3.36722 1.74106 -1.72607  0.075
O -2.18112 0.59902 -0.23625  -0.226
H -5.91834 -3.72032 -1.89815  0.105
H -3.77601 -3.67806 -0.58385  0.097
H -5.50738 0.47483 -2.45382  0.120
F 0.94869 2.16730 7.08045  0.109
C 1.67924 2.46939 6.00059  -0.151
C 3.02212 2.62058 6.16274  -0.148
F 3.52103 2.46705 7.39442  0.106
C 3.91239 2.90361 5.09306  -0.052
C 3.25924 3.03571 3.83928  -0.146
C 1.91759 2.88453 3.67908  -0.154
F 1.40907 3.10019 2.45928  0.109
C 1.03755 2.56356 4.74245  -0.048
C -0.34313 2.32839 4.55539  -0.146
C -0.85864 2.02563 3.28526  -0.128
N -1.27077 1.76639 2.23515  0.155
C -1.28865 2.25133 5.61660  -0.212
N -2.10009 2.23312 6.43478  0.147
F 3.98452 3.35455 2.76023  0.106
C 5.29967 3.05349 5.26192  -0.160
C 6.20305 3.29874 4.18983  -0.217
N 7.00036 3.49777 3.38117  0.148
C 5.95332 2.98672 6.52430  -0.217
N 6.55624 2.96215 7.50669  0.147
C 2.54994 2.64982 -4.46979  -0.078
C 1.23474 2.23865 -3.84944  -0.331
O 1.42578 2.13132 -2.43756  -0.318
P 0.18940 1.45329 -1.57599  0.911
O 0.02442 2.60392 -0.44886  -0.323
C -0.84875 3.72043 -0.68145  -0.276
C -0.05664 4.91388 -1.17388  -0.070
O 1.01928 0.43581 -0.58843  -0.373
C 2.29307 0.86318 -0.01318  -0.258
C 3.35451 -0.13075 -0.41961  -0.053
H 2.44668 2.74052 -5.55230  0.074
H 3.31804 1.90747 -4.25122  0.072
H 2.87824 3.60785 -4.06761  0.074
H 0.89782 1.28371 -4.26440  0.087
H 0.45571 2.97786 -4.06313  0.111
H -1.31693 3.92835 0.28169  0.114
H -1.64157 3.43155 -1.37314  0.095
H 0.70015 5.20203 -0.44291  0.078
H -0.72808 5.75871 -1.33596  0.074
H 0.45145 4.68689 -2.11339  0.059
H 2.16530 0.88088 1.06230  0.078
H 2.52072 1.87078 -0.35709  0.110
H 2.99385 -1.14733 -0.25593  0.082
H 4.24732 0.01777 0.19025  0.082
H 3.62391 -0.01822 -1.47062  0.064
S 2.52857 -1.13956 4.14755  0.528
C 1.40511 -0.74492 3.05225  -0.915
N 0.60777 -0.43736 2.24754  -0.012


Entry from OMol25: a structure of composition C36H32Cl2N2O5STeZn (ωB97M-V/def2-TZVPD).

Values from the calculation:
**Charge**: 0
**2S+1**: 1
**Total energy**: -142659.593 eV

Each line ends with the Löwdin charge.
Cartesian coordinates (Å):
Zn -0.90179 -1.48869 -0.06046  0.611
Cl 0.59001 -3.33935 1.22316  0.696
C -0.77889 -4.02452 2.11726  -0.884
Cl -2.24329 -3.16500 1.63131  0.664
H -0.61720 -3.87890 3.17864  0.047
H -0.87243 -5.07249 1.86003  0.044
C 5.07284 0.76801 -2.87362  -0.044
C 3.83431 0.51185 -2.05671  -0.254
C 3.51926 1.27821 -0.94050  0.044
C 2.39793 1.04932 -0.15286  -0.054
C 2.21289 1.98047 1.01183  -0.294
O 2.63844 3.11593 0.93302  0.101
C 1.61361 1.49602 2.28603  -0.155
C 0.87622 2.38833 3.06044  -0.001
C 0.36640 2.00366 4.28975  -0.062
C 0.62469 0.72677 4.76903  -0.078
C 1.38293 -0.16028 4.01438  -0.085
C 1.86831 0.21735 2.77334  -0.046
C 1.46372 0.04966 -0.51664  -0.270
O 0.35922 -0.11476 0.16627  -0.162
C 1.80211 -0.75218 -1.65467  -0.124
C 2.97220 -0.52135 -2.37619  -0.005
C 0.95222 -1.92347 -1.88359  -0.228
N -0.35800 -1.82788 -1.99869  -0.006
C -0.92742 -0.62113 -2.65308  -0.342
C -0.33986 -0.29384 -4.01559  -0.481
Te -1.38006 1.41856 -4.84557  1.267
C -1.10378 2.61278 -3.10013  -0.569
C -2.10399 2.66370 -2.13242  -0.174
C -1.94101 3.43778 -0.99187  -0.066
C -0.78407 4.18702 -0.83269  -0.065
C 0.21535 4.13963 -1.79416  -0.073
C 0.05927 3.35229 -2.92609  -0.141
C 1.53654 -3.26635 -1.81466  -0.210
C 2.82927 -3.48148 -1.32329  -0.038
C 3.35543 -4.76038 -1.27593  -0.063
C 2.60528 -5.84271 -1.71372  -0.063
C 1.32231 -5.64070 -2.20991  -0.065
C 0.79420 -4.36551 -2.26524  -0.026
H 5.59863 1.65300 -2.52030  0.078
H 4.82539 0.91012 -3.92661  0.081
H 5.75894 -0.07933 -2.81256  0.081
H 4.16776 2.09323 -0.64163  0.129
H 0.70882 3.38998 2.68924  0.121
H -0.23331 2.69272 4.87124  0.119
H 0.23868 0.42583 5.73511  0.110
H 1.60337 -1.14743 4.40426  0.098
H 2.47449 -0.46937 2.19331  0.113
H 3.17878 -1.15000 -3.23728  0.139
H -0.83929 0.26796 -2.02121  0.075
H -1.98543 -0.84986 -2.79691  0.096
H -0.46293 -1.12318 -4.71276  0.054
H 0.71211 -0.04015 -3.94963  0.035
H -3.02971 2.11807 -2.28582  0.089
H -2.72015 3.46523 -0.23888  0.114
H -0.66487 4.82289 0.03383  0.112
H 1.12245 4.71223 -1.65529  0.110
H 0.84161 3.32089 -3.67442  0.093
H 3.41454 -2.64654 -0.96243  0.120
H 4.35316 -4.91969 -0.88855  0.111
H 3.01597 -6.84305 -1.67310  0.109
H 0.73730 -6.48014 -2.56250  0.109
H -0.19142 -4.18910 -2.67361  0.113
N -2.78005 -0.58652 -0.17483  0.041
C -3.30957 0.09732 1.00886  -0.321
C -4.59704 0.61540 0.98828  -0.034
C -5.06150 1.32649 2.08678  -0.036
C -4.24389 1.47904 3.19359  -0.234
C -2.97179 0.93431 3.21726  -0.041
C -2.49157 0.24808 2.11623  -0.054
S -4.66680 2.59054 4.56753  0.398
O -3.83598 3.73621 4.22038  -0.356
O -4.23537 1.87124 5.75190  -0.358
O -6.09438 2.80473 4.45519  -0.354
H -3.50085 -1.19767 -0.55098  0.109
H -2.62047 0.12099 -0.89141  0.071
H -5.22568 0.47786 0.11347  0.112
H -6.05062 1.76569 2.10198  0.116
H -2.37562 1.06980 4.10656  0.103
H -1.47688 -0.14416 2.08952  0.083


- Which of these has the lowest charge?
  C43H34F4N7O7PS2Ti